C16H8Co2N2O10 | ωB97M-V with the def2-TZVPD basis set

Last column: natural (NBO) charge in e.
Element x y z (Å)
C (-0.80128, -0.07699, -2.99737)  -0.2221
N (-0.50884, -1.40648, -3.16118)  0.4586
O (0.56081, -1.76320, -3.75509)  -0.5333
O (-1.30532, -2.29040, -2.71129)  -0.5317
C (-1.98285, 0.38262, -2.35718)  -0.0194
C (-2.90974, -0.51290, -1.74692)  -0.2143
C (-3.98574, -0.04200, -1.01533)  -0.1627
C (-4.20769, 1.34890, -0.90368)  -0.0741
N (-5.27453, 1.82403, -0.08963)  0.5091
O (-5.43373, 3.06248, 0.02457)  -0.4611
O (-6.01077, 0.99403, 0.49584)  -0.4530
C (-3.32744, 2.26421, -1.53411)  -0.1770
C (-2.24607, 1.79435, -2.25677)  -0.2419
H (-0.07688, 0.63528, -3.38209)  0.2082
H (-2.74303, -1.57614, -1.87235)  0.2647
H (-4.67049, -0.73811, -0.54029)  0.2261
H (-3.54301, 3.32363, -1.42388)  0.2294
H (-1.58214, 2.49349, -2.77087)  0.2038
O (3.85931, -4.16570, 1.04766)  -0.5546
C (3.61557, -3.15461, 1.54463)  0.5733
Co (3.28786, -1.61634, 2.34076)  -0.0572
C (1.65439, -2.01741, 2.90529)  0.4709
O (0.61615, -2.30266, 3.32961)  -0.5540
C (4.37271, -1.95321, 3.68831)  0.4600
O (5.06082, -2.17511, 4.59132)  -0.5763
C (3.36588, -0.55973, 0.64238)  -0.5593
C (2.19659, -0.17599, 0.03761)  0.0227
C (1.30429, -0.22515, -0.96670)  -0.6031
Co (2.45370, 0.67423, 1.59605)  -0.1043
C (0.72536, 0.68111, 1.89741)  0.5398
O (-0.40913, 0.72171, 2.11044)  -0.5350
C (2.55483, 2.44694, 1.21446)  0.5631
O (2.64892, 3.56510, 0.93777)  -0.5542
C (3.11823, 0.57559, 3.30546)  0.4473
O (3.45460, 1.01337, 4.32706)  -0.5838
H (4.35036, -0.54856, 0.16949)  0.1917
H (0.32275, 0.23171, -0.80471)  0.1900
H (1.49553, -0.73208, -1.91669)  0.2135

Forces on atoms 1 to 3 (eV/Å):
-0.596 0.140 -0.460
0.144 -0.852 -0.237
-1.116 0.696 0.519

Summary:
Maximum force = 5.1 eV Å⁻¹
Total charge = -2
Frontier orbital gap = 6.21 eV
Electronic energy = -115423.9098 eV